Record 1
Here is a structure of composition C28H42O14 at a distorted geometry from OMol25. Energies are from ωB97M-V/def2-TZVPD.

Output
* energy relative to the best compared isomer or geometry (same formula, charge and spin): 23.598 eV
* HOMO: -7.7 eV
* HOMO-LUMO gap: 7.33 eV
* total energy: -2144.70478 hartree
* maximum force: 16.282 eV/Å

```
! wB97M-V def2-TZVPD RIJCOSX def2/J DEFGRID3
* xyz 0 1
O -1.11 -2.14 0.48
C -0.44 -1.20 0.13
O -0.07 -0.14 0.97
C 0.70 0.98 0.37
C 1.07 0.19 -0.90
C 0.19 -0.97 -1.25
H 1.46 1.37 1.05
H -0.04 1.75 0.19
H 2.12 -0.08 -0.76
H 1.18 0.92 -1.70
H 0.72 -1.83 -1.66
H -0.56 -0.58 -1.93
O -3.69 -0.24 -3.40
C -3.23 -1.22 -2.84
O -3.95 -2.36 -2.81
C -3.26 -3.45 -2.12
C -1.90 -2.88 -1.86
C -1.84 -1.40 -2.21
H -3.23 -4.34 -2.75
H -3.83 -3.83 -1.27
H -1.18 -3.42 -2.48
H -1.69 -3.09 -0.81
H -1.02 -1.12 -2.87
H -1.83 -0.83 -1.28
O 2.62 1.03 -3.37
C 2.98 -0.08 -3.01
O 2.45 -0.62 -1.87
C 2.86 -1.88 -1.65
C 3.68 -2.34 -2.85
C 4.03 -1.03 -3.60
H 1.99 -2.50 -1.44
H 3.53 -2.05 -0.80
H 3.08 -2.92 -3.55
H 4.57 -2.95 -2.71
H 3.85 -1.02 -4.67
H 5.04 -0.70 -3.34
O -0.80 3.86 1.64
C -1.81 3.28 1.24
O -2.97 3.87 0.94
C -3.92 3.04 0.45
C -3.60 1.74 1.02
C -2.01 1.73 1.09
H -3.78 3.04 -0.63
H -4.97 3.33 0.57
H -4.03 0.93 0.42
H -4.05 1.63 2.01
H -1.53 1.43 0.16
H -1.63 1.32 2.02
O 1.66 1.45 2.90
C 1.99 0.25 2.69
O 1.27 -0.74 3.21
C 1.61 -1.97 2.53
C 2.59 -1.44 1.50
C 3.27 -0.23 2.04
H 0.76 -2.59 2.26
H 2.27 -2.51 3.22
H 1.88 -1.24 0.69
H 3.24 -2.20 1.07
H 3.62 0.51 1.32
H 3.97 -0.50 2.84
O 2.21 6.27 1.70
C 2.64 5.10 1.80
O 2.00 4.05 1.33
C 2.52 2.76 1.72
C 3.82 3.09 2.41
C 3.89 4.60 2.48
H 2.73 2.05 0.93
H 1.71 2.35 2.33
H 4.62 2.75 1.76
H 4.08 2.60 3.35
H 4.67 4.93 1.79
H 3.92 4.96 3.51
O -5.81 -2.52 -1.22
C -4.88 -2.05 -0.56
O -4.04 -2.86 0.07
C -3.28 -2.13 0.97
C -3.26 -0.75 0.50
C -4.52 -0.60 -0.41
H -2.25 -2.51 0.93
H -3.62 -2.17 2.01
H -2.28 -0.60 0.05
H -3.30 0.01 1.27
H -4.43 -0.18 -1.40
H -5.40 -0.15 0.05
*
```

Need the Mulliken charges? In units of e they are: atom 1 (O): -0.869, atom 2 (C): -0.366, atom 3 (O): -0.241, atom 4 (C): -0.294, atom 5 (C): -0.685, atom 6 (C): -1.250, atom 7 (H): -2.136, atom 8 (H): 1.734, atom 9 (H): -0.764, atom 10 (H): 1.812, atom 11 (H): 0.886, atom 12 (H): -0.317, atom 13 (O): -0.642, atom 14 (C): -0.112, atom 15 (O): -0.387, atom 16 (C): -0.765, atom 17 (C): -0.554, atom 18 (C): 1.568, atom 19 (H): 0.429, atom 20 (H): 0.373, atom 21 (H): 0.607, atom 22 (H): 0.131, atom 23 (H): 1.150, atom 24 (H): -0.821, atom 25 (O): -0.585, atom 26 (C): 0.417, atom 27 (O): -0.672, atom 28 (C): 0.652, atom 29 (C): -0.811, atom 30 (C): -0.583, atom 31 (H): 0.396, atom 32 (H): -0.305, atom 33 (H): 0.302, atom 34 (H): 0.435, atom 35 (H): 0.345, atom 36 (H): 0.284, atom 37 (O): -0.503, atom 38 (C): 0.570, atom 39 (O): -0.397, atom 40 (C): -0.617, atom 41 (C): -0.020, atom 42 (C): -0.234, atom 43 (H): 0.303, atom 44 (H): 0.395, atom 45 (H): -0.617, atom 46 (H): 0.281, atom 47 (H): 0.106, atom 48 (H): 0.459, atom 49 (O): -0.478, atom 50 (C): 0.589, atom 51 (O): -0.378, atom 52 (C): -0.889, atom 53 (C): 0.072, atom 54 (C): -0.028, atom 55 (H): 0.247, atom 56 (H): 0.448, atom 57 (H): -0.189, atom 58 (H): 0.956, atom 59 (H): 0.028, atom 60 (H): 0.414, atom 61 (O): -0.692, atom 62 (C): 0.356, atom 63 (O): -0.336, atom 64 (C): 1.852, atom 65 (C): -1.082, atom 66 (C): -0.310, atom 67 (H): -0.543, atom 68 (H): 0.139, atom 69 (H): 0.347, atom 70 (H): 0.412, atom 71 (H): 0.213, atom 72 (H): 0.295, atom 73 (O): -0.642, atom 74 (C): 0.391, atom 75 (O): -0.398, atom 76 (C): -1.132, atom 77 (C): 0.421, atom 78 (C): -0.790, atom 79 (H): 0.551, atom 80 (H): 0.325, atom 81 (H): -0.913, atom 82 (H): 1.673, atom 83 (H): 0.303, atom 84 (H): 0.681

***

Record 2
Here is a cluster of 2 separate species, C13H30NO5 in total at a distorted geometry from OMol25. Energies are from ωB97M-V/def2-TZVPD.

Output
* HOMO: -11.6 eV
* HOMO-LUMO gap: 9.16 eV
* total energy: -943.96551 hartree
* maximum force: 4.513 eV/Å

```
! wB97M-V def2-TZVPD RIJCOSX def2/J DEFGRID3
* xyz 1 1
C -1.74 1.15 -1.79
C -2.01 2.65 -1.45
O -3.40 2.93 -1.39
C -4.00 3.00 -2.66
C -5.50 2.55 -2.52
O -5.75 2.14 -1.15
C -6.99 1.51 -1.16
O -7.93 2.14 -0.98
O -7.02 0.20 -1.40
H -1.35 0.67 -0.88
H -1.06 1.08 -2.65
H -2.71 0.67 -1.99
H -1.57 3.30 -2.24
H -1.58 2.92 -0.48
H -3.54 2.33 -3.40
H -3.94 4.02 -3.08
H -6.17 3.38 -2.74
H -5.67 1.68 -3.17
H -6.44 -0.03 -2.15
C 0.24 -1.80 1.31
C 1.41 -1.12 1.97
N 2.69 -1.95 2.03
C 2.39 -3.19 2.85
C 3.75 -1.21 2.83
C 4.27 0.09 2.25
C 3.18 -2.45 0.68
C 3.40 -1.43 -0.43
O 2.21 -0.76 -0.76
C 2.39 0.57 -1.24
H -0.10 -2.68 1.86
H -0.60 -1.11 1.27
H 0.44 -2.10 0.28
H 1.16 -0.88 3.01
H 1.65 -0.18 1.48
H 1.99 -2.88 3.81
H 3.32 -3.73 2.98
H 1.68 -3.81 2.31
H 4.58 -1.90 2.97
H 3.30 -1.01 3.80
H 5.06 -0.08 1.52
H 4.73 0.67 3.05
H 3.50 0.72 1.80
H 2.44 -3.17 0.34
H 4.11 -2.98 0.88
H 3.74 -1.98 -1.31
H 4.20 -0.73 -0.18
H 3.40 0.76 -1.59
H 2.15 1.27 -0.43
H 1.69 0.74 -2.06
*
```

Need the natural (NBO) charges? In units of e they are: atom 1 (C): -0.654, atom 2 (C): -0.057, atom 3 (O): -0.517, atom 4 (C): -0.082, atom 5 (C): -0.086, atom 6 (O): -0.531, atom 7 (C): 0.975, atom 8 (O): -0.529, atom 9 (O): -0.686, atom 10 (H): 0.199, atom 11 (H): 0.209, atom 12 (H): 0.224, atom 13 (H): 0.163, atom 14 (H): 0.188, atom 15 (H): 0.164, atom 16 (H): 0.181, atom 17 (H): 0.201, atom 18 (H): 0.151, atom 19 (H): 0.489, atom 20 (C): -0.645, atom 21 (C): -0.210, atom 22 (N): -0.208, atom 23 (C): -0.404, atom 24 (C): -0.208, atom 25 (C): -0.640, atom 26 (C): -0.234, atom 27 (C): -0.086, atom 28 (O): -0.563, atom 29 (C): -0.253, atom 30 (H): 0.216, atom 31 (H): 0.255, atom 32 (H): 0.239, atom 33 (H): 0.218, atom 34 (H): 0.235, atom 35 (H): 0.233, atom 36 (H): 0.230, atom 37 (H): 0.235, atom 38 (H): 0.224, atom 39 (H): 0.225, atom 40 (H): 0.222, atom 41 (H): 0.256, atom 42 (H): 0.223, atom 43 (H): 0.234, atom 44 (H): 0.233, atom 45 (H): 0.211, atom 46 (H): 0.189, atom 47 (H): 0.187, atom 48 (H): 0.172, atom 49 (H): 0.211

***

Record 3
Here is the molecule C7H11BClFO2 at a distorted geometry from OMol25. Energies are from ωB97M-V/def2-TZVPD.

Output
* HOMO: -8.9 eV
* HOMO-LUMO gap: 9.31 eV
* total energy: -1008.72228 hartree
* maximum force: 9.442 eV/Å
* SMILES: C[C@@H]1C[C@@H](Cl)C(F)=C1CB(O)O

```
! wB97M-V def2-TZVPD RIJCOSX def2/J DEFGRID3
* xyz 0 1
B -2.38 1.62 -0.34
C -1.76 0.23 -0.21
C 1.26 1.05 0.56
C 0.07 0.35 0.19
C 2.05 -1.15 0.13
C 2.43 0.29 0.37
C 0.62 -1.00 -0.29
C -0.16 -2.25 0.05
O -3.37 1.82 -1.24
O -1.99 2.62 0.54
F 1.10 2.20 1.16
Cl 3.16 0.88 -1.18
H -1.72 -0.41 -1.10
H -2.10 -0.25 0.68
H 2.74 -1.52 -0.68
H 2.27 -1.81 1.01
H 3.06 0.58 1.19
H 0.63 -0.87 -1.43
H -1.17 -2.32 -0.36
H -0.43 -2.08 1.09
H 0.53 -3.14 0.00
H -3.67 2.77 -1.08
H -1.18 2.38 0.94
*
```

Need the natural (NBO) charges? In units of e they are: atom 1 (B): 1.076, atom 2 (C): -0.702, atom 3 (C): 0.333, atom 4 (C): -0.017, atom 5 (C): -0.407, atom 6 (C): -0.248, atom 7 (C): -0.291, atom 8 (C): -0.612, atom 9 (O): -0.864, atom 10 (O): -0.885, atom 11 (F): -0.317, atom 12 (Cl): -0.093, atom 13 (H): 0.240, atom 14 (H): 0.244, atom 15 (H): 0.242, atom 16 (H): 0.225, atom 17 (H): 0.236, atom 18 (H): 0.206, atom 19 (H): 0.218, atom 20 (H): 0.202, atom 21 (H): 0.221, atom 22 (H): 0.496, atom 23 (H): 0.499

***

Record 4
Here is a cluster of 6 separate species, C20H22F2N4 in total at a distorted geometry from OMol25. Energies are from ωB97M-V/def2-TZVPD.

Output
* energy relative to the best compared isomer or geometry (same formula, charge and spin): 7.005 eV
* HOMO: -8.6 eV
* HOMO-LUMO gap: 8.97 eV
* total energy: -1193.75275 hartree
* maximum force: 3.538 eV/Å
* SMILES: Fc1ccccc1.Fc1ccccc1.CC#N.CC#N.CC#N.CC#N

```
! wB97M-V def2-TZVPD RIJCOSX def2/J DEFGRID3
* xyz 0 1
F -0.01 2.18 1.09
C -0.85 2.69 0.24
C -1.40 2.02 -0.85
C -2.40 2.69 -1.61
C -2.76 4.00 -1.37
C -2.12 4.65 -0.34
C -1.24 3.97 0.54
H -1.15 0.98 -1.00
H -3.07 2.17 -2.28
H -3.47 4.49 -2.01
H -2.35 5.69 -0.16
H -0.95 4.38 1.49
F 3.38 -0.25 -1.71
C 2.09 -0.65 -1.90
C 1.05 0.25 -2.21
C -0.23 -0.26 -2.31
C -0.46 -1.59 -2.01
C 0.58 -2.47 -1.82
C 1.82 -1.99 -1.80
H 1.29 1.29 -2.37
H -0.94 0.53 -2.49
H -1.52 -1.84 -2.02
H 0.39 -3.53 -1.80
H 2.63 -2.71 -1.78
C 2.18 -3.74 0.60
C 1.17 -4.26 1.54
N 0.36 -4.68 2.26
H 2.48 -4.62 0.04
H 3.03 -3.54 1.25
H 1.91 -2.86 0.01
C 0.77 0.16 0.41
C 0.40 -1.27 0.65
N 0.06 -2.36 0.83
H 0.32 0.68 -0.44
H 1.82 0.40 0.54
H 0.11 0.67 1.11
C -2.37 -2.44 1.24
C -2.09 -2.93 -0.13
N -1.85 -3.29 -1.17
H -1.68 -2.72 2.04
H -3.33 -2.82 1.60
H -2.52 -1.36 1.25
C 1.66 2.51 3.25
C 2.15 2.25 1.93
N 2.51 1.98 0.86
H 0.82 3.19 3.39
H 2.48 2.84 3.89
H 1.32 1.51 3.53
*
```

Need the natural (NBO) charges? In units of e they are: atom 1 (F): -0.318, atom 2 (C): 0.389, atom 3 (C): -0.319, atom 4 (C): -0.171, atom 5 (C): -0.234, atom 6 (C): -0.176, atom 7 (C): -0.266, atom 8 (H): 0.239, atom 9 (H): 0.221, atom 10 (H): 0.224, atom 11 (H): 0.218, atom 12 (H): 0.219, atom 13 (F): -0.337, atom 14 (C): 0.463, atom 15 (C): -0.317, atom 16 (C): -0.240, atom 17 (C): -0.209, atom 18 (C): -0.172, atom 19 (C): -0.343, atom 20 (H): 0.235, atom 21 (H): 0.216, atom 22 (H): 0.254, atom 23 (H): 0.245, atom 24 (H): 0.230, atom 25 (C): -0.744, atom 26 (C): 0.332, atom 27 (N): -0.381, atom 28 (H): 0.244, atom 29 (H): 0.245, atom 30 (H): 0.287, atom 31 (C): -0.794, atom 32 (C): 0.375, atom 33 (N): -0.471, atom 34 (H): 0.271, atom 35 (H): 0.287, atom 36 (H): 0.267, atom 37 (C): -0.714, atom 38 (C): 0.365, atom 39 (N): -0.405, atom 40 (H): 0.291, atom 41 (H): 0.241, atom 42 (H): 0.233, atom 43 (C): -0.730, atom 44 (C): 0.341, atom 45 (N): -0.370, atom 46 (H): 0.258, atom 47 (H): 0.261, atom 48 (H): 0.260

***

Q: Which of these has the lowest maximum force?
A: C20H22F2N4

***

Q: The highest HOMO belongs to which entry?
A: C28H42O14

***

Q: HOMO of number 2 (C13H30NO5)?
A: -11.6 eV

***

Q: Which of these has the lowest HOMO-LUMO gap?
A: C28H42O14